Formula: C7H14N2
Source: OMol25
Level of theory: wB97M-V/def2-TZVPD

Its HOMO-LUMO gap is 8.14 eV. The net charge is 0. The calculation puts the total energy at -384.51972 a.u. The value obtained for the largest force on an atom is 4.33 eV/A. The energy relative to the best compared isomer or geometry (same formula, charge and spin) is 294.5 kJ/mol.

The geometry in XYZ format:
```
23
Properties=species:S:1:pos:R:3:forces:R:3
C 0.324537 1.266109 1.253280 -0.4112 -1.8316 -0.3112
C 1.282368 2.011582 0.388310 0.0598 0.0977 -0.1420
C -0.362945 0.312576 -1.722870 0.4256 -0.0203 0.1949
C -0.441181 0.164208 0.908542 -1.6362 3.9134 0.8761
C -0.720597 -0.413256 -0.448149 3.3187 -1.2838 1.8204
N -1.259003 -0.367734 1.937549 0.1973 -0.3652 0.2295
N -1.934470 -1.125780 -0.541279 0.2208 -0.7907 0.4896
C 0.604732 -1.359774 0.171549 -1.5795 -0.8803 -3.2670
C 1.736829 -1.475016 -0.517491 0.0549 -0.0242 0.1666
H 0.481713 1.372252 2.320798 -0.2054 0.0636 0.0321
H -1.839694 -1.152931 1.675562 0.0955 0.2745 -0.0413
H -1.743554 0.329131 2.480456 0.1399 -0.1237 -0.0346
H -1.968545 -1.797746 -1.296789 -0.4911 0.4279 0.1604
H -2.764385 -0.638437 -0.233269 0.0291 -0.2181 -0.5137
H 0.350270 -2.103723 0.915950 -0.1601 0.3401 0.2739
H 1.971580 1.333497 -0.140118 -0.0518 0.0509 0.0607
H 1.898820 2.667173 1.004666 -0.0401 0.0136 -0.0475
H 0.786120 2.637789 -0.356871 0.0962 -0.0193 -0.0689
H -0.362229 -0.395316 -2.554651 -0.1787 -0.0235 0.0191
H -1.102750 1.089259 -1.908345 -0.0395 0.0629 -0.0756
H 0.625475 0.755876 -1.708385 -0.0094 0.1742 0.0642
H 1.980865 -0.875333 -1.380108 -0.0828 0.0403 -0.1338
H 2.456045 -2.234405 -0.248338 0.2482 0.1215 0.2480
```
Forces are in eV/Å.